1.
Formula: C11H18ClIN2O2PPd
Source: the OMol25 dataset
Level of theory: the ωB97M-V functional and the def2-TZVPD basis

Summary:
Multiplicity   5
Energy above the lowest of the compared OMol25 structures with the same formula, charge and spin   99.1 kJ/mol
Total charge   +3
Orbital gap (spin up / spin down)   6.8 / 4.8 eV
Calculated total energy   -52131.87152 eV
HOMO level (spin up / spin down)   -17.56 / -18.86 eV

Last column: Mulliken charge in e.
Cartesian coordinates (Å):
C -1.206 -0.388 -2.883  -0.883
C -2.079 0.173 -1.838  0.630
H -1.834 -0.790 -3.707  0.347
H -0.497 -1.167 -2.561  0.029
H -0.490 0.377 -3.274  0.327
O -3.057 1.017 -2.169  -0.620
I -4.430 -0.033 -0.923  0.475
Pd 0.652 -0.189 0.289  -0.195
P -0.278 -2.205 0.509  1.203
C -2.088 -2.325 0.471  -0.908
C 0.247 -3.341 -0.820  -1.134
H 1.163 -3.014 2.256  0.416
H -0.355 -3.985 2.124  0.428
H -0.388 -2.366 2.896  0.384
C 0.078 -2.975 2.108  -1.110
H 1.346 -3.264 -0.902  0.391
H -0.059 -4.362 -0.522  0.430
H -2.400 -3.384 0.487  0.464
H -2.482 -1.852 -0.445  0.038
H -0.234 -3.060 -1.777  0.365
H -2.498 -1.786 1.336  0.463
C -1.401 0.429 -0.479  0.660
O -1.901 1.140 0.357  -0.360
Cl 2.654 -1.210 0.690  -0.087
N 2.530 5.792 -0.274  -0.234
C 2.245 4.465 -0.258  1.266
C 1.328 3.901 -1.171  -0.678
C 0.957 2.569 -1.017  -0.167
N 1.483 1.796 -0.043  -0.034
C 2.508 2.261 0.702  -0.196
C 2.881 3.602 0.670  -0.707
H 2.075 6.430 -0.912  0.285
H 3.150 6.191 0.413  0.283
H 0.876 4.479 -1.980  0.388
H 0.224 2.084 -1.669  0.245
H 3.022 1.532 1.336  0.408
H 3.661 3.961 1.339  0.389



2.
Formula: C23H45BrFIN2O8PS2
Source: the OMol25 dataset
Level of theory: the ωB97M-V functional and the def2-TZVPD basis

Summary:
Total charge   +1
Orbital gap   7.0 eV
Calculated total energy   -155745.10326 eV
HOMO level   -11.77 eV

Last column: Mulliken charge in e.
Cartesian coordinates (Å):
C 4.591 -0.017 -0.727  -0.795
C 4.482 1.433 0.098  0.070
O 4.301 2.591 -0.793  -0.394
P 2.733 3.331 -0.606  0.918
O 2.445 4.187 -1.942  -0.709
C 1.370 1.940 -0.570  0.038
C -0.157 2.543 -0.619  -0.747
C -1.112 1.541 -1.512  -0.783
C -1.789 0.303 -0.689  0.224
C -1.337 0.213 0.883  -0.808
N -1.824 -1.007 1.627  -0.230
C -2.873 -1.789 0.890  -0.686
C -2.659 -2.004 -0.706  -0.068
C -2.272 -3.618 -0.915  -0.347
C -3.641 -4.572 -1.025  -0.127
O -3.825 -5.315 -2.152  -0.466
I -5.197 -4.725 0.503  0.128
N -1.642 -1.070 -1.373  0.391
Br 0.127 -1.710 -1.036  0.219
C -2.008 -1.060 -2.840  -0.091
C -0.764 -1.138 -3.897  -0.461
F -0.316 -2.549 -4.206  -0.340
O 2.588 4.418 0.747  -0.421
C 2.601 3.713 2.038  0.118
C 4.089 3.660 2.765  -0.709
H 3.543 -0.531 -0.869  -0.017
H 5.120 0.110 -1.768  0.275
H 5.248 -0.786 -0.107  0.350
H 5.551 1.576 0.608  0.321
H 3.716 1.379 0.991  0.063
H 1.512 1.307 -1.566  -0.008
H 1.620 1.293 0.371  0.010
H -0.083 3.554 -1.250  0.529
H -0.602 2.854 0.417  0.216
H -1.998 2.230 -1.920  0.362
H -0.487 1.244 -2.456  0.223
H -2.966 0.505 -0.687  0.465
H -1.836 1.152 1.425  0.442
H -0.188 0.306 1.080  -0.060
H -2.097 -0.785 2.619  0.336
H -2.945 -2.851 1.409  0.275
H -3.928 -1.263 1.040  0.216
H -3.740 -1.901 -1.204  0.385
H -1.575 -3.931 -0.025  0.553
H -1.710 -3.805 -1.952  0.302
H -2.649 -0.101 -3.151  0.178
H -2.719 -1.978 -3.121  0.031
H 0.148 -0.443 -3.670  0.324
H -1.202 -0.749 -4.939  0.339
H 2.217 2.606 2.004  -0.065
H 1.900 4.329 2.768  0.324
H 4.941 3.571 1.950  0.216
H 4.197 4.634 3.417  0.307
H 4.106 2.704 3.445  0.193
C -4.387 -4.429 -5.159  -0.265
C -5.594 -4.476 -6.096  -0.799
C -5.521 -3.247 -7.000  -0.668
S -3.789 -2.829 -7.137  1.192
O -3.574 -1.544 -6.507  -0.638
O -3.334 -3.120 -8.482  -0.696
C -3.192 -4.102 -6.042  -0.602
H -4.248 -5.375 -4.628  0.443
H -4.530 -3.639 -4.413  0.060
H -5.546 -5.386 -6.706  0.330
H -6.536 -4.503 -5.541  0.356
H -5.924 -3.454 -7.995  0.382
H -6.041 -2.393 -6.558  0.355
H -2.330 -3.738 -5.481  0.183
H -2.907 -4.963 -6.654  0.380
C 2.860 2.544 8.604  -0.545
C 4.346 2.207 8.714  -0.630
C 4.913 2.162 7.296  -0.687
S 3.903 3.265 6.319  1.281
O 3.187 2.483 5.334  -0.683
O 4.682 4.435 5.964  -0.707
C 2.772 3.704 7.624  -0.782
H 2.429 2.804 9.575  0.346
H 2.313 1.678 8.211  0.280
H 4.855 2.989 9.290  0.302
H 4.509 1.258 9.235  0.316
H 5.952 2.499 7.267  0.374
H 4.834 1.160 6.866  0.361
H 1.769 3.847 7.217  0.386
H 3.130 4.632 8.079  0.366



3.
Formula: C28H61F3O10
Source: the OMol25 dataset
Level of theory: the ωB97M-V functional and the def2-TZVPD basis

Summary:
Total charge   0
Structure (SMILES)   CCCOC[C@@]1(C)C(=O)O[C@H](CCOCC(F)(F)F)[C@H]1O.CC(C)O.CC(C)O.CC(C)O.CC(C)O.CC(C)O
Orbital gap   10.0 eV
Calculated total energy   -58648.19704 eV
HOMO level   -9.56 eV

Last column: Mulliken charge in e.
Cartesian coordinates (Å):
C 1.223 -1.937 0.867  -0.792
C 0.804 -0.694 1.827  0.911
C 1.053 0.751 1.175  -0.256
O 2.375 1.305 1.396  -0.425
C 3.408 0.579 0.692  -0.452
C 4.591 1.492 0.096  2.246
C 4.654 1.410 -1.535  -1.077
C 4.604 2.972 0.727  -0.033
O 3.697 3.823 0.511  -0.583
O 5.791 3.192 1.528  -0.394
C 6.407 1.908 1.820  0.427
C 7.932 2.160 2.250  -0.647
C 8.320 1.330 3.602  -0.592
O 8.965 0.045 3.278  -0.366
C 7.943 -0.968 3.557  -0.039
C 8.392 -2.387 2.952  0.808
F 7.313 -3.325 3.081  -0.261
F 9.556 -2.886 3.631  -0.247
F 8.638 -2.252 1.558  -0.216
C 6.119 1.070 0.482  -1.165
O 6.392 -0.370 0.494  -0.527
H 1.317 -1.617 -0.233  0.087
H 0.572 -2.863 1.005  0.251
H 2.293 -2.249 1.191  0.214
H 1.245 -0.808 2.892  0.308
H -0.345 -0.802 1.977  -0.506
H 0.313 1.480 1.683  0.154
H 0.788 0.787 0.048  0.165
H 3.794 -0.233 1.425  -0.051
H 2.911 0.003 -0.176  0.048
H 4.654 2.481 -1.931  0.315
H 5.653 0.922 -1.838  0.322
H 3.822 0.765 -1.981  0.055
H 5.824 1.413 2.680  0.215
H 8.057 3.277 2.532  0.344
H 8.678 1.944 1.392  0.284
H 9.138 1.973 4.109  0.319
H 7.431 1.202 4.311  0.357
H 6.973 -0.609 3.038  -0.174
H 7.717 -1.028 4.689  0.314
H 6.955 1.443 -0.218  0.548
H 5.831 -0.768 1.201  0.340
C -3.545 0.401 3.717  -1.335
C -3.204 0.322 2.238  0.540
C -4.444 0.058 1.397  -1.171
O -2.255 -0.722 2.026  -0.458
H -3.974 -0.543 4.069  0.196
H -2.644 0.579 4.311  0.313
H -4.260 1.204 3.915  0.423
H -2.736 1.258 1.918  0.347
H -4.906 -0.897 1.667  0.317
H -4.181 -0.007 0.337  0.091
H -5.184 0.853 1.525  0.419
H -2.660 -1.555 2.306  0.036
C -3.452 -5.162 5.005  -1.428
C -3.135 -4.226 3.850  0.441
C -1.977 -4.749 3.014  -1.123
O -2.804 -2.935 4.363  -0.441
H -2.592 -5.259 5.676  0.366
H -4.277 -4.768 5.604  0.337
H -3.726 -6.157 4.644  0.379
H -4.020 -4.108 3.219  0.280
H -1.067 -4.832 3.616  0.327
H -1.753 -4.061 2.194  0.180
H -2.207 -5.731 2.593  0.405
H -2.021 -3.028 4.923  0.300
C -3.107 -1.745 -2.906  -0.913
C -4.159 -0.663 -2.714  0.621
C -4.782 -0.255 -4.039  -1.203
O -3.559 0.476 -2.101  -0.470
H -2.293 -1.388 -3.545  -0.062
H -2.659 -2.020 -1.947  0.222
H -3.540 -2.640 -3.360  0.414
H -4.938 -1.024 -2.036  0.325
H -4.026 0.153 -4.717  0.232
H -5.527 0.531 -3.888  0.206
H -5.265 -1.106 -4.527  0.393
H -2.867 0.804 -2.692  0.229
C -7.254 3.894 -2.665  -1.202
C -7.595 3.438 -4.075  0.406
C -8.931 4.001 -4.532  -1.279
O -7.642 2.013 -4.114  -0.514
H -8.007 3.548 -1.950  0.332
H -6.297 3.473 -2.346  0.273
H -7.194 4.984 -2.607  0.364
H -6.807 3.756 -4.765  0.262
H -9.742 3.658 -3.882  0.341
H -9.168 3.656 -5.542  0.320
H -8.921 5.094 -4.530  0.366
H -8.336 1.722 -3.507  0.329
C 1.659 1.025 -4.104  -1.501
C 0.339 0.305 -4.312  0.717
C 0.273 -0.354 -5.681  -1.391
O -0.732 1.236 -4.182  -0.496
H 1.794 1.822 -4.842  0.395
H 1.683 1.500 -3.119  0.344
H 2.502 0.332 -4.179  0.373
H 0.209 -0.453 -3.534  0.237
H 0.356 0.393 -6.478  0.353
H -0.688 -0.857 -5.819  0.312
H 1.074 -1.087 -5.806  0.382
H -0.627 1.911 -4.867  0.314